The following is a quantum chemistry calculation of the molecule C3H5N3, from the Open Molecules 2025 dataset.

Energy   -7658.1867 eV
E_HOMO   -8.06 eV
Gap between HOMO and LUMO   8.753 eV
Multiplicity   1

Last column: Mulliken charge in e.
Element x y z (Å)
C -2.16 -0.28 0.07  -0.662
C 0.08 0.30 0.49  0.667
C 1.28 0.72 0.11  -0.735
N 2.29 -0.23 -0.31  0.247
N 2.18 -1.44 -0.39  -0.659
N -0.99 -0.08 0.91  -0.311
H -2.03 -1.18 -0.52  0.294
H -2.32 0.57 -0.60  0.287
H -3.04 -0.41 0.71  0.242
H 1.54 1.77 0.10  0.366
H 3.17 0.27 -0.57  0.263



The following is a quantum chemistry calculation of the molecule C3H5N3, from the Open Molecules 2025 dataset.

Energy   -7661.5005 eV
SMILES   Cc1c[nH]nn1
E_HOMO   -9.52 eV
Gap between HOMO and LUMO   10.406 eV
Multiplicity   1

Last column: Mulliken charge in e.
Element x y z (Å)
C -1.72 0.02 0.03  -0.981
C -0.24 -0.20 0.03  0.373
C 0.78 0.71 -0.13  -0.207
N 1.90 -0.04 -0.02  0.212
N 1.61 -1.32 0.19  -0.594
N 0.32 -1.43 0.22  -0.229
H -2.23 -0.79 -0.50  0.301
H -1.96 0.96 -0.47  0.293
H -2.11 0.06 1.05  0.231
H 0.78 1.77 -0.31  0.390
H 2.86 0.25 -0.09  0.211



The following is a quantum chemistry calculation of the molecule C3H5N3, from the Open Molecules 2025 dataset.

Energy   -7657.4121 eV
E_HOMO   -9.37 eV
Gap between HOMO and LUMO   8.956 eV
Multiplicity   1

Last column: Mulliken charge in e.
Element x y z (Å)
C 1.55 -0.09 -0.68  -0.935
C 0.21 -0.05 -0.01  0.704
C -0.82 -0.02 -0.85  -0.280
N -2.00 0.13 1.02  -0.263
N -1.06 -0.15 1.82  -0.230
N 0.16 -0.15 1.35  -0.406
H 2.17 0.68 -0.22  0.276
H 1.51 0.08 -1.76  0.340
H 1.98 -1.08 -0.51  0.256
H -0.82 0.67 -1.71  0.269
H -2.88 -0.03 1.55  0.271



The following is a quantum chemistry calculation of a structure of composition C3H5N3, from the Open Molecules 2025 dataset.

Energy   -7658.2221 eV
E_HOMO (spin up / spin down)   -9.72 / -9.72 eV
Gap between HOMO and LUMO (spin up / spin down)   9.642 / 9.641 eV
Multiplicity   1

Last column: Mulliken charge in e.
Element x y z (Å)
C 0.53 -0.27 1.81  -0.672
N 0.29 0.14 0.46  -0.398
C -0.33 -0.64 -0.31  0.134
N -0.68 -0.38 -1.65  -0.383
C -0.63 0.93 -2.08  0.176
N 0.57 0.76 -2.26  -0.279
H 1.60 -0.23 2.05  0.239
H 0.05 0.43 2.50  0.238
H 0.17 -1.28 2.07  0.297
H -0.64 -1.65 -0.02  0.305
H -1.34 1.70 -2.33  0.343



The following is a quantum chemistry calculation of the molecule C3H5N3, from the Open Molecules 2025 dataset.

Energy   -7655.9201 eV
E_HOMO   -7.90 eV
Gap between HOMO and LUMO   8.566 eV
Multiplicity   1

Last column: Mulliken charge in e.
Element x y z (Å)
N 0.51 1.85 0.44  -0.207
C 0.08 0.44 0.18  0.488
N -1.11 -0.01 0.14  -0.793
N -1.14 -1.38 -0.21  0.231
C -0.10 -2.10 -0.53  -0.566
C 1.40 0.63 0.20  -0.313
H 0.27 2.53 -0.28  0.269
H 0.47 2.23 1.38  0.266
H -2.11 -1.69 -0.15  0.255
H -0.51 -3.11 -0.71  0.156
H 2.25 0.60 -0.46  0.214



The following is a quantum chemistry calculation of the molecule C3H5N3, from the Open Molecules 2025 dataset.

Energy   -7659.1200 eV
SMILES   C=NNCC#N
E_HOMO   -10.02 eV
Gap between HOMO and LUMO   10.888 eV
Multiplicity   1

Last column: Mulliken charge in e.
Element x y z (Å)
C -1.84 -0.98 0.05  -0.311
N -0.97 -0.22 -0.57  -0.356
N -0.30 0.80 0.30  -0.268
C 0.95 0.81 -0.29  -0.568
C 1.97 -0.29 -0.12  0.326
N 2.63 -1.19 0.05  -0.347
H -1.95 -1.04 1.10  0.257
H -2.38 -1.34 -0.82  0.283
H -0.33 0.63 1.33  0.314
H 1.36 1.67 0.25  0.364
H 0.87 1.14 -1.28  0.307



The following is a quantum chemistry calculation of a cluster of 2 separate species, C3H5N3 in total, from the Open Molecules 2025 dataset.

Energy   -7658.8687 eV
E_HOMO   -9.13 eV
Gap between HOMO and LUMO   9.971 eV
Multiplicity   1

Last column: Mulliken charge in e.
Element x y z (Å)
C -2.02 -0.60 0.09  -0.771
C -0.94 -0.92 -0.84  0.321
N -0.08 -1.15 -1.57  -0.377
N 2.86 -0.01 0.73  -0.791
N 1.93 0.72 0.37  0.564
C 0.91 1.32 0.16  -0.389
H -1.63 0.00 0.92  0.292
H -2.80 -0.02 -0.43  0.262
H -2.47 -1.52 0.48  0.290
H 3.68 0.58 0.90  0.245
H 0.54 1.60 -0.81  0.353



The following is a quantum chemistry calculation of the molecule C3H5N3, from the Open Molecules 2025 dataset.

Energy   -7660.0762 eV
SMILES   C[C@H]1C=NN=N1
E_HOMO   -10.14 eV
Gap between HOMO and LUMO   10.241 eV
Multiplicity   1

Last column: Mulliken charge in e.
Element x y z (Å)
C -1.21 0.40 0.35  -1.159
C 0.07 0.30 -0.52  0.268
C 1.34 0.17 0.25  -0.228
N 1.67 -1.05 0.39  -0.286
N 0.70 -1.82 -0.38  -0.273
N -0.09 -1.08 -0.98  -0.103
H -2.02 -0.10 -0.19  0.332
H -1.04 -0.13 1.29  0.325
H -1.51 1.43 0.56  0.342
H 0.07 1.03 -1.34  0.367
H 1.97 0.97 0.62  0.414



The following is a quantum chemistry calculation of the molecule C3H5N3, from the Open Molecules 2025 dataset.

Energy   -7658.6276 eV
E_HOMO   -8.69 eV
Gap between HOMO and LUMO   9.580 eV
Multiplicity   1

Last column: Mulliken charge in e.
Element x y z (Å)
C 0.24 -0.60 1.93  -0.349
C 1.06 -0.44 0.91  -0.240
C -1.37 0.18 0.61  0.135
N -1.10 -0.26 1.80  -0.604
N -0.40 0.32 -0.27  0.048
N -0.42 0.55 -1.62  -0.685
H 0.51 -1.01 2.89  0.378
H 2.02 -0.45 0.47  0.429
H -2.38 0.47 0.37  0.387
H 0.21 1.31 -1.87  0.255
H -0.21 -0.29 -2.15  0.247



The following is a quantum chemistry calculation of a structure of composition C3H5N3, from the Open Molecules 2025 dataset.

Energy   -7658.6654 eV
E_HOMO   -8.05 eV
Gap between HOMO and LUMO   8.856 eV
Multiplicity   1

Last column: Mulliken charge in e.
Element x y z (Å)
N -1.96 -0.31 -0.16  -0.687
C -0.58 -0.01 -0.20  0.547
C 0.54 -0.83 -0.12  -0.715
N 1.59 0.03 0.01  0.255
N 1.23 1.31 0.05  -0.741
C -0.08 1.31 -0.08  -0.393
H -1.18 -0.31 0.91  0.388
H -2.11 -1.30 -0.42  0.272
H 0.65 -1.91 -0.08  0.411
H 2.55 -0.22 0.15  0.216
H -0.66 2.23 -0.05  0.448



The following is a quantum chemistry calculation of the ion C3H5N3 with charge +2, from the Open Molecules 2025 dataset.

Energy   -7634.3006 eV
Total charge   +2
E_HOMO (spin up / spin down)   -20.03 / -22.44 eV
Gap between HOMO and LUMO (spin up / spin down)   7.032 / 9.181 eV
Multiplicity   1

Last column: Mulliken charge in e.
Element x y z (Å)
C -0.13 0.00 1.42  0.195
C 0.30 0.13 -1.11  0.054
C -1.44 0.51 0.88  -0.426
N 1.99 -0.86 -0.08  -0.149
N 1.51 -0.64 -1.13  0.365
N -0.26 0.22 0.08  -0.027
H 0.61 -0.10 2.20  0.438
H -0.25 0.42 -1.93  0.469
H -2.38 -0.18 0.54  0.329
H -1.89 1.45 1.31  0.307
H 1.94 -0.96 -2.18  0.447



The following is a quantum chemistry calculation of the ion C3H5N3 with charge +2, from the Open Molecules 2025 dataset.

Energy   -7638.1101 eV
SMILES   C=[N+]1C=N[NH+]=C1
Total charge   +2
E_HOMO (spin up / spin down)   -21.59 / -21.59 eV
Gap between HOMO and LUMO (spin up / spin down)   7.802 / 7.803 eV
Multiplicity   1

Last column: Mulliken charge in e.
Element x y z (Å)
C 0.43 -1.17 -1.23  0.241
N 0.12 -0.31 -0.29  0.069
C -0.70 0.88 -0.54  0.074
N -0.89 1.52 0.56  -0.305
N -0.22 0.99 1.49  0.217
C 0.44 -0.34 1.05  0.035
H 0.93 -2.07 -1.34  0.361
H -0.07 -0.84 -2.12  0.236
H -1.06 0.96 -1.57  0.381
H -0.18 1.30 2.46  0.291
H 1.20 -0.94 1.53  0.400



The following is a quantum chemistry calculation of the molecule C3H5N3O, from the Open Molecules 2025 dataset.

Energy   -9710.0390 eV
SMILES   Nc1c[nH]c(O)n1
E_HOMO   -7.59 eV
Gap between HOMO and LUMO   8.454 eV
Multiplicity   1

Last column: Mulliken charge in e.
Element x y z (Å)
N 2.12 0.65 -0.30  -0.530
C 0.83 0.15 -0.11  0.499
C 0.41 -1.15 0.00  -0.623
N -0.99 -1.05 0.11  -0.019
C -1.28 0.26 0.07  0.362
O -2.56 0.66 0.11  -0.504
N -0.23 1.03 -0.06  -0.642
H 2.84 0.11 0.16  0.257
H 2.17 1.62 -0.01  0.276
H 0.87 -2.09 -0.25  0.341
H -1.62 -1.78 0.41  0.219
H -2.55 1.60 -0.12  0.361



The following is a quantum chemistry calculation of the molecule C3H5N3O, from the Open Molecules 2025 dataset.

Energy   -9705.3162 eV
E_HOMO (spin up / spin down)   -7.47 / -7.25 eV
Gap between HOMO and LUMO (spin up / spin down)   7.185 / 6.522 eV
Multiplicity   1

Last column: Mulliken charge in e.
Element x y z (Å)
O 0.27 -1.99 -1.68  -0.495
C 0.98 -1.12 -0.96  -0.263
C 0.55 -0.50 0.19  0.719
N -0.84 -0.61 0.40  -0.402
N -1.13 0.50 0.94  -0.064
C 0.04 1.41 0.78  -0.436
N 1.13 0.54 0.83  -0.658
H -0.62 -2.01 -1.29  0.385
H -0.32 1.62 -0.37  0.301
H 1.97 -0.90 -1.35  0.394
H -2.08 0.82 1.04  0.241
H 0.06 2.25 1.49  0.279



The following is a quantum chemistry calculation of the molecule C3H5N3O, from the Open Molecules 2025 dataset.

Energy   -9708.9289 eV
SMILES   OCc1nc[nH]n1
E_HOMO   -10.12 eV
Gap between HOMO and LUMO   10.980 eV
Multiplicity   1

Last column: Mulliken charge in e.
Element x y z (Å)
O 0.33 -1.10 2.46  -0.507
C -0.18 -0.09 1.63  -0.316
C 0.01 -0.11 0.11  0.482
N -0.67 0.95 -0.46  -0.497
C -0.47 0.80 -1.73  -0.049
N 0.26 -0.31 -2.01  0.009
N 0.63 -0.89 -0.76  -0.650
H 1.28 -1.20 2.30  0.312
H 0.14 0.92 1.95  0.270
H -1.27 -0.11 1.78  0.261
H -0.87 1.54 -2.41  0.414
H 0.81 -0.39 -2.86  0.271



The following is a quantum chemistry calculation of a cluster of 2 separate species, C3H5N3O in total, from the Open Molecules 2025 dataset.

Energy   -9708.5046 eV
SMILES   N#CCO.N=C=N
E_HOMO   -10.56 eV
Gap between HOMO and LUMO   11.056 eV
Multiplicity   1

Last column: Mulliken charge in e.
Element x y z (Å)
N 0.33 1.39 -1.18  -0.456
C -0.49 0.82 -0.59  0.313
C -1.56 0.09 0.13  -0.218
O -2.80 0.72 0.03  -0.500
H -1.57 -0.95 -0.24  0.241
H -1.29 0.05 1.19  0.275
H -3.07 0.72 -0.90  0.320
N 2.91 0.37 0.20  -0.564
C 2.12 -0.52 0.48  0.564
N 1.33 -1.36 0.90  -0.544
H 2.66 0.98 -0.57  0.339
H 1.44 -2.31 0.55  0.232



The following is a quantum chemistry calculation of the molecule C3H5N3O, from the Open Molecules 2025 dataset.

Energy   -9705.4030 eV
E_HOMO   -8.27 eV
Gap between HOMO and LUMO   8.828 eV
Multiplicity   1

Last column: Mulliken charge in e.
Element x y z (Å)
N 2.06 -0.76 0.29  -0.331
C 0.83 -0.35 0.05  -0.119
C -0.72 1.98 -0.61  -0.517
N -1.34 1.03 0.04  -0.009
C -0.79 -0.29 0.35  0.851
O -1.34 -0.97 1.21  -0.698
N -0.04 -0.88 -0.80  -0.384
H 2.49 -1.52 -0.23  0.231
H 2.63 -0.28 0.97  0.234
H -1.44 2.82 -0.65  0.198
H -2.27 1.08 0.46  0.269
H -0.06 -1.86 -1.08  0.275



The following is a quantum chemistry calculation of the molecule C3H5N3O, from the Open Molecules 2025 dataset.

Energy   -9708.6169 eV
SMILES   [H]/N=C1\N=C(O)CN1
E_HOMO   -10.02 eV
Gap between HOMO and LUMO   10.688 eV
Multiplicity   1

Last column: Mulliken charge in e.
Element x y z (Å)
H 1.50 2.06 0.16  0.263
N 1.03 1.71 -0.68  -0.680
C 0.92 0.45 -0.61  0.800
N 1.15 -0.36 0.54  -0.651
C -0.04 -0.79 0.74  0.466
O -0.45 -1.50 1.78  -0.462
C -1.00 -0.26 -0.30  -0.588
N -0.05 -0.20 -1.43  -0.529
H 0.32 -1.59 2.38  0.371
H -1.08 0.83 -0.01  0.352
H -1.93 -0.82 -0.46  0.360
H -0.37 0.47 -2.12  0.297



The following is a quantum chemistry calculation of the molecule C3H5N3O, from the Open Molecules 2025 dataset.

Energy   -9709.3784 eV
SMILES   OCc1nc[nH]n1
E_HOMO   -9.94 eV
Gap between HOMO and LUMO   10.811 eV
Multiplicity   1

Last column: Mulliken charge in e.
Element x y z (Å)
O -2.33 1.07 -0.34  -0.509
C -1.63 -0.08 0.06  -0.310
C -0.12 -0.03 -0.05  0.471
N 0.58 -1.07 0.47  -0.552
C 1.82 -0.75 0.19  -0.026
N 1.86 0.42 -0.47  0.177
N 0.61 0.90 -0.64  -0.670
H -2.32 1.11 -1.31  0.308
H -1.96 -0.98 -0.47  0.229
H -1.86 -0.23 1.12  0.258
H 2.70 -1.33 0.45  0.412
H 2.66 0.92 -0.81  0.211



The following is a quantum chemistry calculation of the molecule C3H5N3O, from the Open Molecules 2025 dataset.

Energy   -9707.0561 eV
E_HOMO   -9.97 eV
Gap between HOMO and LUMO   10.800 eV
Multiplicity   1

Last column: Mulliken charge in e.
Element x y z (Å)
C -0.53 1.38 -0.84  -0.892
N 0.17 0.23 -0.29  0.371
C -0.40 -0.51 0.77  0.561
N 0.37 -1.52 1.24  -0.347
C 1.69 0.17 -0.55  -0.305
O -1.49 -0.21 1.21  -0.598
N 1.16 -0.60 -1.35  -0.196
H 1.21 -1.81 0.77  0.207
H -0.03 -2.10 1.96  0.251
H 0.11 2.26 -0.80  0.334
H -1.43 1.54 -0.25  0.314
H -0.81 1.18 -1.88  0.302